The following is a DFT calculation (ωB97M-V/def2-TZVPD) of a cluster of 2 separate species, C11H18N4O6 in total.

```
39
Properties=species:S:1:pos:R:3:forces:R:3:lowdin_charge:R:1
N 4.956210 0.718382 0.000569 0.0 -0.1 -0.3 0.047
C 3.680528 1.409034 0.207076 0.0 0.1 0.0 -0.283
C 2.642362 1.211119 -0.909037 0.0 0.0 -0.1 -0.094
C 2.303165 -0.233765 -1.104793 0.0 0.1 0.1 -0.293
C 1.181840 -0.907527 -0.708528 0.2 0.1 -0.1 -0.037
N 1.393836 -2.217728 -1.069616 0.1 0.1 -0.1 0.067
C 2.620162 -2.284173 -1.646231 -0.1 0.0 0.0 -0.183
N 3.200483 -1.109417 -1.686157 -0.2 -0.1 0.1 0.090
C 3.078618 0.974518 1.556677 -0.3 0.1 0.0 -0.509
O 1.939348 1.219126 1.874340 0.4 -0.1 -0.1 0.091
O 3.937185 0.329885 2.344346 0.1 0.0 -0.2 0.107
H 4.812331 -0.098915 -0.597725 0.0 0.2 0.1 0.068
H 5.624368 1.318618 -0.468337 -0.1 -0.1 0.1 0.091
H 3.882205 2.483095 0.311254 -0.1 -0.1 0.0 0.157
H 1.741840 1.769132 -0.640201 0.1 -0.1 0.0 0.117
H 3.039323 1.627624 -1.842654 -0.1 -0.1 0.1 0.123
H 0.291335 -0.581584 -0.195910 0.4 0.0 -0.2 0.093
H 0.760929 -2.983160 -0.923550 -0.1 -0.1 0.1 0.137
H 3.032682 -3.208528 -2.023246 0.0 0.1 0.0 0.120
H 4.761750 0.252461 1.797158 -0.2 0.0 0.1 0.096
N -2.110464 -2.546751 -0.605465 0.1 0.0 -0.2 0.061
C -2.200889 -1.279386 0.102537 0.0 0.2 0.2 -0.331
C -2.832924 -0.129387 -0.707385 0.0 0.0 -0.1 -0.132
C -2.800879 1.218074 0.004826 0.1 0.0 0.1 -0.101
C -3.325033 2.338872 -0.874461 -0.1 -0.2 -0.4 -0.516
O -3.671451 2.203043 -2.017345 0.1 0.1 0.5 0.119
O -3.379959 3.554778 -0.285164 0.0 0.0 0.1 0.109
C -2.977127 -1.452895 1.393727 0.1 0.3 0.4 -0.487
O -2.774131 -0.833422 2.411837 -0.1 -0.3 -0.5 0.114
O -3.997025 -2.321966 1.267262 0.0 0.0 0.1 0.114
H -1.605062 -2.412474 -1.476281 -0.1 0.1 0.0 0.072
H -3.041515 -2.874763 -0.845921 0.1 -0.1 0.0 0.081
H -1.191405 -0.983217 0.408208 -0.5 -0.1 0.1 0.110
H -3.865566 -0.390599 -0.967443 0.1 0.0 0.0 0.134
H -2.291705 -0.041232 -1.657171 -0.1 0.0 0.1 0.128
H -1.772719 1.468428 0.305945 -0.1 0.0 0.0 0.140
H -3.384152 1.189361 0.934155 0.1 0.0 -0.1 0.128
H -3.075331 3.494236 0.631285 0.0 0.0 -0.1 0.114
H -4.450427 -2.338333 2.126464 0.0 0.0 -0.1 0.137
```
Forces are in eV/Å.

Summary:
Orbital gap (eV): 9.6
SMILES: N[C@@H](Cc1c[nH]cn1)C(=O)O.N[C@@H](CCC(=O)O)C(=O)O
HOMO level (eV): -9.10
Charge: 0
M (u): 302.29
2S+1: 1